Entry 1:
Molecular formula: FN2O3S
Method: DFT, the ωB97M-V functional and the def2-TZVPD basis

XYZ file:
```
7
Properties=species:S:1:pos:R:3:forces:R:3:mulliken_charge:R:1
N -0.895 1.463 -0.321 -2.60 1.61 0.62 0.43
N 1.224 -1.240 0.261 -3.73 1.14 1.67 0.69
O -1.591 2.004 0.451 1.07 -0.78 -0.55 -0.35
O 0.524 -1.865 1.050 0.48 -0.64 0.12 -0.58
O 2.280 -1.544 -0.135 3.18 -1.13 -1.07 -0.56
F -2.265 1.043 -1.649 0.77 -0.04 0.32 -0.68
S 0.378 0.394 -0.362 0.83 -0.16 -1.12 0.06
```
Positions in Å, forces in eV/Å.

Results
Orbital gap: 8.43 eV
Charge: -1
Electronic energy: -833.116903 a.u.
HOMO level: -5.01 eV
ΔE to the lowest compared entry with this formula, charge and spin: 119.89 kJ/mol

---

Entry 2:
Molecular formula: FN2O3S
Method: DFT, the ωB97M-V functional and the def2-TZVPD basis

XYZ file:
```
7
Properties=species:S:1:pos:R:3:forces:R:3:mulliken_charge:R:1
N 2.250 0.508 -0.038 1.56 -0.70 1.00 0.14
N -1.150 -0.350 -0.042 -0.33 -1.47 -0.90 0.70
O 2.698 -0.188 0.868 -0.64 0.53 -0.60 -0.44
O -1.040 -0.488 1.144 -0.44 -0.38 -0.25 -0.49
O -1.563 -1.128 -0.921 0.84 1.24 1.70 -0.49
F -2.015 1.083 -0.281 0.22 0.28 -0.16 -0.49
S 0.821 0.562 -0.729 -1.20 0.51 -0.79 0.07
```
Positions in Å, forces in eV/Å.

Results
Orbital gap (alpha / beta): 6.94 / 7.68 eV
Charge: -1
Electronic energy: -833.104658 a.u.
HOMO level (alpha / beta): -3.99 / -4.32 eV
ΔE to the lowest compared entry with this formula, charge and spin: 152.04 kJ/mol

---

Entry 3:
Molecular formula: FNO3
Method: DFT, the ωB97M-V functional and the def2-TZVPD basis

XYZ file:
```
5
Properties=species:S:1:pos:R:3:forces:R:3:mulliken_charge:R:1
N 0.023 -0.357 -0.286 -1.52 -2.89 -1.62 1.20
O 1.133 -0.438 -0.591 1.47 0.58 -0.10 -0.42
O -0.969 -1.061 -0.610 0.98 0.39 -0.02 -0.40
O -0.584 0.401 0.531 0.72 4.67 3.16 -0.10
F 0.479 1.817 1.219 -1.64 -2.76 -1.41 -0.28
```
Positions in Å, forces in eV/Å.

Results
Orbital gap (alpha / beta): 8.13 / 8.13 eV
Electronic energy: -379.999928 a.u.
HOMO level (alpha / beta): -12.77 / -12.77 eV
ΔE to the lowest compared entry with this formula, charge and spin: 193.07 kJ/mol

---

Entry 4:
Molecular formula: FNO4P
Method: DFT, the ωB97M-V functional and the def2-TZVPD basis

XYZ file:
```
7
Properties=species:S:1:pos:R:3:forces:R:3:mulliken_charge:R:1
N 0.955 0.672 -0.528 0.21 -0.77 0.79 0.30
O -1.358 -1.303 -1.340 0.56 1.03 1.44 -0.61
O -1.259 -0.866 1.275 0.34 0.42 -0.78 -0.57
O 1.082 -0.584 -0.322 -1.62 2.43 0.06 -0.21
O -0.404 0.941 -0.454 1.66 -0.03 0.16 -0.13
F 1.859 1.746 1.484 -0.50 -0.56 -0.94 -0.74
P -0.875 -0.604 -0.115 -0.66 -2.53 -0.73 0.96
```
Positions in Å, forces in eV/Å.

Results
Orbital gap (alpha / beta): 8.18 / 6.89 eV
Charge: -1
Electronic energy: -796.935984 a.u.
HOMO level (alpha / beta): -5.66 / -4.79 eV
ΔE to the lowest compared entry with this formula, charge and spin: 360.71 kJ/mol